[1]
The following is a DFT calculation (ωB97M-V with the def2-TZVPD basis set) of a cluster of 3 separate species, C21H56N9O3P2 in total at a distorted geometry.

Each line ends with the Löwdin charge.
Element x y z (Å)
H 2.1699 2.3711 -4.6181  0.06
H -0.1926 -4.8143 -4.0595  0.07
H 1.6433 -2.0105 3.8949  0.14
H -3.8990 -2.7131 0.4643  0.08
C 4.3558 1.3190 -3.3830  -0.12
H 1.8263 -0.7507 5.1726  0.13
H -3.9194 -5.5033 -4.0467  0.09
H -1.7206 -0.8568 -1.3824  0.05
H 0.1381 1.7994 -3.0706  0.08
H -1.3615 2.6106 5.8465  0.13
H 0.8132 0.7949 6.2133  0.10
C -0.6722 0.1412 5.0000  -0.29
O 3.4335 4.0931 -1.2705  -0.32
H 2.9877 -0.4157 -1.4723  0.08
H -2.1487 -6.8737 -1.9936  0.09
H -3.4442 -0.6782 -1.7257  0.06
H 2.3570 5.5932 -2.9008  0.08
O -0.7301 -2.9608 -2.4000  -0.33
H 3.1192 3.8779 -4.4951  0.09
H 0.1058 0.1803 -2.4787  0.06
H -3.2913 -4.2406 -0.0239  0.06
H 0.6739 5.2847 -3.3298  0.08
H 5.3811 0.9504 -3.4541  0.08
H -5.3399 -4.5863 -4.3868  0.08
H 3.0667 -0.2202 3.0226  0.12
N 1.7739 1.2920 -1.8092  -0.30
H -3.9849 1.4960 3.6592  0.09
H 4.7622 0.8167 -0.4961  0.05
H 1.3344 -0.5840 -0.9007  0.08
C -4.5460 -4.7088 -3.6422  -0.12
C -2.7677 3.1294 4.1520  -0.22
H 2.4477 0.4313 -0.0054  0.05
C -2.1863 2.0651 5.3075  -0.08
H 1.3997 3.8844 -4.9161  0.08
H 6.0667 1.4212 -1.5227  0.08
H -5.0279 -5.0512 -2.7230  0.08
N 1.7875 3.5351 -2.8816  -0.34
H 4.2597 1.9821 -4.2390  0.06
H -0.5073 -0.7598 3.2693  0.13
C 3.1846 2.3619 3.2392  -0.22
O -4.1357 3.6378 4.3843  -0.09
C -2.3222 -5.8296 -1.7359  -0.15
P -2.1789 -3.2355 -2.8506  0.79
H -0.5611 -6.4405 -3.5081  0.08
N 4.1079 2.0064 -2.1345  -0.32
H -3.0615 1.8050 5.9642  0.15
C 3.6670 2.8380 4.6939  -0.11
H -5.1562 -2.0421 -2.6025  0.08
C 0.7916 0.9630 -2.8224  -0.12
C -3.7090 -3.3199 -0.4242  -0.12
H 1.0912 1.9651 2.5537  0.11
H -4.1082 -1.4359 -3.9043  0.08
C 5.0890 1.6683 -1.1048  -0.14
H 5.2508 2.5142 -0.4307  0.07
C -4.6815 -2.2970 -3.5568  -0.13
H 3.9618 1.7189 2.7390  0.10
H 1.3621 1.8084 4.3607  0.07
N -2.8039 -2.6703 -1.3463  -0.32
C 1.7953 1.5564 3.3465  -0.20
H 1.2661 0.5851 -3.7311  0.08
P 2.6774 2.7856 -1.5782  0.77
H -3.7253 2.9263 2.2730  0.12
C 2.1501 3.4077 -4.2864  -0.15
H 0.1319 -5.2775 -2.3769  0.08
N -0.1245 0.3945 6.2968  0.16
H 2.8031 2.9425 5.4256  0.06
N -1.9298 -4.9642 -2.8386  -0.34
H 3.7036 0.4479 -3.5358  0.07
N -0.1558 -0.9520 4.2171  0.09
N -3.8222 -3.4709 -3.4294  -0.30
H 4.2033 3.8323 4.6605  0.08
C -2.7154 -1.2297 -1.1216  -0.14
H -1.7521 -5.6037 -0.8253  0.09
H 1.1743 5.1598 -1.6503  0.07
H -4.6916 -3.5396 -0.8631  0.07
C 1.9559 -0.0028 3.0597  -0.17
C 1.4886 4.9624 -2.6757  -0.16
H -0.7387 0.9512 6.8891  0.10
N -1.6372 0.9346 4.5203  0.08
H -1.9849 0.7695 3.5673  0.16
H 4.3603 2.0460 5.1123  0.08
H -2.8784 -0.9580 -0.0753  0.06
C -4.0504 2.5445 3.2735  0.00
H 2.9805 3.3133 2.6507  0.11
H -5.4849 -2.4482 -4.2802  0.08
C 2.1554 0.1288 -1.0136  -0.13
H 1.5030 -0.2861 2.0655  0.10
C 1.3368 -0.9500 4.1738  -0.18
H -1.9883 3.7975 3.5954  0.16
C -0.5699 -5.3881 -3.2129  -0.15
H -3.3880 -5.7723 -1.5215  0.05

Atomic forces in eV per Å
0.19 -0.04 0.08
0.00 0.00 0.14
-0.45 1.28 0.48
0.11 0.32 -0.29
-0.70 -0.46 -0.28
-0.97 -0.20 -0.99
0.13 0.11 0.36
-0.01 -0.09 -0.12
0.41 0.13 -0.10
-0.90 -0.81 -0.43
-0.25 -0.44 0.34
1.13 -0.52 0.05
-1.67 -1.07 4.20
0.01 0.01 0.02
0.20 -0.02 -0.16
-0.07 0.22 0.15
-0.04 0.01 0.13
-0.22 2.69 -3.66
0.02 -0.02 -0.08
0.27 -0.10 0.18
-0.02 -0.13 -0.18
-0.03 -0.29 -0.08
-0.06 0.04 0.45
0.06 0.30 0.07
-1.30 -0.01 -0.03
-0.19 0.45 1.98
-1.55 0.97 -0.87
0.19 -0.17 0.06
-0.10 0.17 -0.11
0.13 -0.66 -1.23
-1.89 -0.72 0.06
0.18 -0.04 -0.07
-1.09 2.64 -2.12
-0.11 0.20 0.12
-0.16 0.03 -0.17
0.14 0.06 0.12
-1.09 0.52 -0.13
-0.22 0.04 0.00
0.23 -0.70 0.23
-1.01 0.83 0.86
2.52 -2.91 -2.47
-0.68 0.33 -0.03
-0.63 -5.44 5.87
-0.30 0.02 0.02
1.74 -0.67 0.77
1.02 0.04 -0.59
0.26 -0.60 -0.19
0.02 -0.01 0.02
-1.34 0.30 0.16
-0.59 -0.44 -0.45
0.69 -0.33 1.07
-0.08 0.03 0.11
-0.04 0.54 0.35
-0.12 0.03 -0.03
0.13 0.36 0.15
-0.75 0.89 0.41
0.29 -0.50 -1.06
-0.21 1.86 1.32
0.31 0.19 -0.98
0.15 0.10 0.01
2.11 0.99 -7.81
-1.57 -0.62 0.70
0.06 -0.73 0.08
0.03 0.08 -0.09
-0.94 -0.34 -2.21
0.91 -0.04 -0.99
0.37 -0.81 -0.74
-0.04 -0.04 -0.16
-0.65 4.08 1.31
0.85 1.35 -1.10
-0.50 -1.24 0.00
0.53 0.01 -0.30
-0.02 -0.05 0.07
0.13 0.01 -0.07
-0.08 -0.13 0.08
-0.08 0.14 0.91
0.10 -0.04 0.35
0.36 -0.12 -0.26
0.65 -0.99 1.16
0.07 0.14 0.75
-0.68 1.05 -0.27
-0.07 -0.22 0.01
4.89 2.25 3.18
0.46 -1.38 0.42
0.19 -0.15 -0.05
0.31 0.01 0.17
0.55 0.32 0.95
1.94 -1.30 -0.88
-1.64 -1.06 1.37
0.08 0.35 -0.16
0.03 0.16 0.11

* ΔE to the lowest compared entry with this formula, charge and spin: 268.9 kcal per mole
* E_LUMO: -3.48 eV
* electronic energy: -60799.9702 eV
* net charge: +1
* spin multiplicity: 1



[2]
The following is a DFT calculation (ωB97M-V with the def2-TZVPD basis set) of a cluster of 7 separate species, C21H56O21S7 in total at a distorted geometry.

Each line ends with the Löwdin charge.
Element x y z (Å)
O -2.3894 -3.3609 8.2331  -0.26
H 3.0886 -1.2991 -8.5277  0.08
C -0.9491 -0.8993 -2.6194  -0.08
H 1.2729 -0.5752 1.7006  0.06
H -2.9626 4.8946 -2.9163  0.08
O 1.0883 -2.3193 -5.6615  -0.32
H -4.1172 0.4773 -3.0415  0.06
H 2.5800 -4.8587 -5.4042  0.11
H -2.8342 0.1441 -8.5717  0.06
H 1.0462 -4.1390 8.5139  0.07
O -1.0102 0.0881 -6.5065  -0.31
H 5.1276 -1.2049 2.8047  0.07
H 9.4143 1.5227 4.2797  0.07
O 1.1752 -3.3649 -7.9863  -0.32
C -1.5081 3.6394 5.6978  -0.29
H -2.5443 3.4847 5.9987  0.13
O 3.2528 -3.3587 -6.4313  -0.26
C 0.2391 -2.8769 5.5049  -0.26
H 1.6493 -0.4307 -7.6606  0.07
C 8.5414 1.9588 3.7940  -0.10
H 4.5660 1.4599 1.4994  0.11
O -1.2518 3.8783 1.9553  -0.32
H -5.0697 1.6607 -4.1455  0.08
S -2.0520 3.5346 3.1751  0.72
H -1.0938 1.3506 0.9264  0.09
H 0.0573 4.6515 6.9853  0.08
H 4.8223 -1.4870 1.0815  0.07
H -0.2818 -5.1190 8.9103  0.07
S -1.0351 -3.1280 7.8864  0.60
H -1.5106 4.2581 7.6970  0.08
C -3.2344 3.8974 -2.5703  -0.06
H 7.7687 2.0512 4.5572  0.06
C -0.2028 0.7442 0.7637  -0.23
H 4.5469 -5.8214 -5.0126  0.08
H 0.9159 0.6619 2.6945  0.08
H -1.4773 0.0534 -2.6571  0.04
S 7.7582 0.6711 2.7074  0.72
O -5.3563 2.7265 1.0419  -0.33
O -2.2511 2.1461 3.5845  -0.32
H -4.0117 4.4328 2.1029  0.04
O -1.3548 4.3768 4.4634  -0.27
H -2.6067 0.9638 -4.8321  0.10
O -5.9828 1.3183 -1.1105  -0.31
S 0.3442 -0.9560 -1.2476  0.65
C 0.4007 0.0129 1.9863  -0.06
H -3.1282 0.2560 0.2647  0.05
H -3.8857 0.8596 1.6742  0.05
H -3.4042 -1.6030 -8.5071  0.07
H 4.7900 -5.9834 -6.7933  0.07
H -2.2686 3.4056 -2.6864  0.09
H -0.0165 -3.6049 9.9385  0.08
H -0.7593 2.8482 5.6616  0.13
C -3.7056 3.8617 -1.1521  -0.32
C 0.0539 -4.0833 8.9617  -0.11
O 0.5020 -2.3321 -0.9371  -0.28
H 0.5307 1.4602 0.3932  0.12
H -4.5603 4.5162 -0.9811  0.13
H -2.9325 4.1765 -0.4511  0.12
H -3.7636 5.2756 3.7469  0.07
O -1.8012 -2.3795 -6.2808  -0.30
C -4.1124 0.4686 0.6823  -0.07
S 1.8451 -2.5733 -6.9214  0.71
C 4.6824 -0.7845 1.9030  -0.03
O -0.7266 -1.7229 7.9944  -0.31
H -0.5312 -1.0272 -3.6179  0.05
S -5.0080 1.8683 -0.1188  0.73
C 2.5157 -1.0911 -7.6240  -0.11
H -3.9828 3.4512 -3.2252  0.07
O -0.6007 -0.3826 -0.0508  -0.30
C -4.5594 0.7070 -4.0109  -0.05
H 5.8600 0.6645 0.6480  0.10
H -5.3771 0.0060 -4.1784  0.09
H -4.8814 -0.3021 0.6310  0.07
O 1.4338 -0.0280 -1.5443  -0.29
H -1.7479 -1.6398 -2.5764  0.07
O -3.4642 -0.6064 -5.7880  -0.24
C -0.1767 -3.2208 4.0371  -0.05
H 1.2269 -3.2789 5.7299  0.11
H 0.2036 -1.7913 5.5964  0.11
C -2.5828 -0.8985 -8.3768  -0.10
H -4.4215 3.7379 3.6790  0.07
C -3.7074 4.3669 3.1475  -0.09
C 4.5619 -5.3041 -5.9719  -0.06
H -1.0876 -2.6437 3.8778  0.08
H -0.4084 -4.2859 4.0419  0.07
H -1.7582 -1.1972 -9.0241  0.07
H 5.4223 -4.6504 -6.1154  0.08
C -3.5757 0.5968 -5.1704  -0.36
H -1.3790 5.5392 6.5267  0.08
H -0.3127 -0.6160 2.5189  0.07
O -3.7151 2.5028 -0.9275  -0.28
H 0.6112 -3.1249 3.2901  0.08
C -1.0067 4.5450 6.7740  -0.09
O -0.6173 -3.6220 6.3689  -0.27
H 8.7933 2.8730 3.2564  0.07
H 3.5966 -0.7181 1.8339  0.04
H 3.1754 -0.7015 -6.8487  0.08
S -2.0163 -0.9660 -6.6281  0.70
C 3.1913 -4.7442 -6.2993  -0.32
H -3.8364 1.2636 -5.9924  0.12
C 5.3056 0.6640 1.5864  -0.22
O 8.3171 0.8658 1.3255  -0.34
O 6.1283 1.1471 2.6716  -0.29
H 2.6393 -5.3098 -7.0500  0.12
O 7.8638 -0.5704 3.4454  -0.31

Atomic forces in eV per Å
-0.60 -1.84 -0.57
-0.50 0.04 -0.01
0.25 0.47 -0.14
-0.36 -0.45 -0.65
-0.56 0.33 -0.01
1.98 -0.09 -3.14
-0.14 0.49 -0.07
-0.19 -0.52 0.19
-0.21 -0.17 -0.03
0.09 0.65 0.26
-1.42 -1.34 0.52
-0.47 0.15 0.06
-0.07 -0.27 -0.42
1.58 1.66 2.04
1.87 0.75 0.67
0.04 -0.87 -0.84
-1.06 2.88 -2.26
0.98 -0.28 -1.53
0.09 0.02 -0.54
-1.32 -0.95 -0.26
-0.23 -0.33 0.08
-2.21 -0.89 3.16
0.38 0.21 0.80
1.02 1.26 -0.53
-0.09 -0.36 0.36
0.03 -0.41 -0.46
0.80 0.08 -0.09
-0.38 0.11 0.47
1.02 2.46 -0.43
0.20 0.00 0.19
0.80 1.25 -0.96
0.13 0.58 0.07
0.66 -0.86 1.61
0.35 0.14 -0.18
-0.61 0.58 0.26
0.41 0.32 0.46
0.79 1.31 -2.27
-0.07 -0.81 -2.87
0.42 1.62 -0.86
0.06 0.28 0.22
-1.23 -1.52 -2.02
0.24 -0.08 0.09
2.05 2.00 2.54
-2.06 1.50 -1.64
0.48 0.98 0.43
-0.46 -0.26 -0.70
-0.45 -0.28 0.16
-0.03 0.26 0.14
-0.02 -0.76 0.33
-0.21 -0.61 0.18
0.14 -0.25 -0.14
-1.14 -0.91 -0.12
2.11 2.02 -0.40
-0.37 -0.39 -1.35
0.90 -0.32 0.11
0.12 -0.55 -0.87
-0.64 -0.85 0.10
0.12 0.83 -0.14
0.78 0.31 -0.62
-0.14 3.08 -0.56
-0.57 1.28 -0.35
-1.88 -2.76 1.62
0.28 1.42 -1.31
1.15 -0.47 -0.33
0.74 -0.10 0.24
0.44 -1.65 0.35
0.25 -0.21 1.26
0.16 0.07 -0.02
0.57 0.60 -1.61
-0.57 -0.98 -1.23
0.23 -0.08 0.14
0.01 -0.30 0.10
0.56 -0.34 0.30
-1.48 -1.44 0.75
0.44 -0.39 0.83
2.24 -3.39 -1.50
-0.14 -0.62 1.71
0.29 0.45 -0.19
-0.13 -0.18 0.74
0.15 0.04 1.03
0.26 -0.59 -0.29
0.25 -0.75 0.26
0.34 -0.66 -1.46
0.15 -0.14 -0.67
-0.29 -0.01 -0.13
0.17 -0.02 0.34
-0.40 0.67 0.71
0.48 3.31 0.24
0.01 0.25 0.23
0.01 0.10 -0.17
-3.11 -3.01 1.89
-0.09 0.67 0.17
-0.44 1.42 0.94
-1.84 -0.15 1.98
-0.36 -0.23 -0.01
-0.08 0.17 1.04
0.09 0.07 -0.05
-0.79 -1.96 -0.21
-0.93 -0.97 2.28
-0.44 0.78 0.29
-0.34 -1.31 0.10
-1.60 -0.99 3.38
2.50 -0.43 0.47
0.35 0.56 -0.66
-0.26 0.86 -1.01

* ΔE to the lowest compared entry with this formula, charge and spin: 145.7 kcal per mole
* E_LUMO: 0.36 eV
* electronic energy: -141520.4038 eV
* structure (SMILES): CCOS(C)(=O)=O.CCOS(C)(=O)=O.CCOS(C)(=O)=O.CCOS(C)(=O)=O.CCOS(C)(=O)=O.CCOS(C)(=O)=O.CCOS(C)(=O)=O
* spin multiplicity: 1